(1)
# C16H11BrMnN4O7

C16H11BrMnN4O7 as an isolated structure at a distorted geometry (wB97M-V/def2-TZVPD, the Open Molecules 2025 dataset).

Expectation value of S² = 8.76
Energy above the lowest of the compared OMol25 structures with the same formula, charge and spin = 36.6 kJ/mol
LUMO energy (spin up / spin down) = 4.4 / 4.4 eV
Charge = -2
Multiplicity = 6
Highest occupied orbital energy (spin up / spin down) = -2.252 / -2.984 eV

Structure (XYZ):
```
40
Properties=species:S:1:pos:R:3:lowdin_spin:R:1
Mn -0.48727 -0.28437 -1.36355 4.65
O -3.35267 2.50353 -0.24305 0.01
C -2.51867 1.62143 -0.07555 0.01
O -2.23657 0.68953 -0.87835 0.05
C -1.81057 1.56093 1.32015 0.00
C -1.76967 0.10193 1.80155 0.00
C -1.44517 0.08493 3.30915 0.00
C 0.06863 0.36233 3.28035 0.00
C 0.30023 0.56103 1.76815 0.00
O -0.58237 -0.39167 1.20535 0.02
C -0.30167 1.91553 1.34345 0.00
C 0.29633 2.41743 -0.00665 0.01
O 0.64623 3.58953 -0.07105 0.01
O 0.45373 1.55043 -0.91475 0.04
H -2.38077 2.21023 1.98795 0.00
H -2.62147 -0.50647 1.49705 0.00
H -1.67007 -0.88757 3.74655 0.00
H -2.00507 0.84923 3.84775 0.00
H 0.63113 -0.50277 3.63405 0.00
H 0.36033 1.23783 3.85995 0.00
H 1.32323 0.37983 1.42935 0.00
H -0.08927 2.69773 2.07855 0.00
Br 1.19403 1.09073 -4.27615 0.01
C 2.14393 0.33913 -2.81585 0.01
C 3.37683 0.84203 -2.49575 0.00
C 4.08473 0.22453 -1.46025 0.01
C 3.49913 -0.87577 -0.83725 0.00
C 2.25623 -1.31397 -1.24135 0.01
N 1.53493 -0.69667 -2.22615 0.02
C 1.50603 -2.42197 -0.50135 0.00
O 2.16093 -3.31507 0.03535 0.00
O 0.25443 -2.26847 -0.49325 0.04
H 3.77543 1.69753 -3.01825 0.00
H 5.05093 0.60373 -1.16505 0.00
H 3.98973 -1.39637 -0.02705 0.00
N -4.81507 -4.16477 -1.51145 0.00
C -3.98977 -3.59407 -2.08935 0.00
N -3.13247 -3.03897 -2.86225 0.01
C -2.26787 -2.14587 -2.72665 0.03
N -1.43057 -1.32637 -2.84435 0.03
```



(2)
# C16H11Cl2NO2

An isolated molecule of C16H11Cl2NO2 at a distorted geometry (wB97M-V/def2-TZVPD, the Open Molecules 2025 dataset).

Energy above the lowest of the compared OMol25 structures with the same formula, charge and spin = 90.7 kJ/mol
SMILES = Clc1ccc(OCc2cc(-c3ccccc3)no2)c(Cl)c1
LUMO energy = 0.6 eV
Highest occupied orbital energy = -8.829 eV

Structure (XYZ):
```
32
Properties=species:S:1:pos:R:3:nbo_charge:R:1
Cl 0.69087 1.03118 -4.90521 0.01
C 0.75962 0.03163 -3.50120 -0.06
C -0.40746 -0.34555 -2.86182 -0.20
C -0.34840 -1.14687 -1.73361 -0.30
C 0.87302 -1.58049 -1.23158 0.34
O 1.04657 -2.37290 -0.14014 -0.49
C -0.08213 -2.76493 0.60400 -0.12
C -0.75607 -1.61170 1.27583 0.29
C -0.28349 -0.42364 1.74592 -0.34
C -1.44103 0.22156 2.27201 0.11
C -1.54154 1.52343 2.91300 0.00
C -2.74787 1.91139 3.49641 -0.20
C -2.85918 3.14277 4.11112 -0.21
C -1.77194 4.00195 4.15161 -0.20
C -0.57221 3.62423 3.57216 -0.21
C -0.45352 2.39236 2.95545 -0.21
N -2.49031 -0.55083 2.10796 -0.13
O -2.08187 -1.68129 1.48979 -0.27
C 2.04195 -1.18351 -1.89634 -0.10
Cl 3.56082 -1.71121 -1.28288 0.03
C 1.99317 -0.38546 -3.02235 -0.23
H -1.36277 -0.01684 -3.23780 0.23
H -1.27188 -1.42590 -1.25325 0.23
H 0.31276 -3.45620 1.35698 0.23
H -0.81050 -3.30538 -0.01512 0.20
H 0.72631 -0.07481 1.72286 0.24
H -3.58233 1.22949 3.45508 0.23
H -3.79573 3.43633 4.56165 0.22
H -1.85980 4.96455 4.63325 0.21
H 0.27556 4.29291 3.60052 0.22
H 0.48464 2.11083 2.50198 0.21
H 2.90519 -0.09380 -3.51686 0.24
```



(3)
# C16H11Cl36IO2S

A 10-piece molecular cluster, C16H11Cl36IO2S overall at a distorted geometry (wB97M-V/def2-TZVPD, the Open Molecules 2025 dataset).

SMILES = C[C@H](I)C[C@H]1C(=O)OC[C@H]1S.ClC(Cl)(Cl)Cl.ClC(Cl)(Cl)Cl.ClC(Cl)(Cl)Cl.ClC(Cl)(Cl)Cl.ClC(Cl)(Cl)Cl.ClC(Cl)(Cl)Cl.ClC(Cl)(Cl)Cl.ClC(Cl)(Cl)Cl.ClC(Cl)(Cl)Cl
LUMO energy = 0.0 eV
Highest occupied orbital energy = -8.946 eV

Structure (XYZ):
```
67
Properties=species:S:1:pos:R:3:nbo_charge:R:1
C -1.62169 -6.75685 -2.55268 -0.63
C -2.08146 -5.26202 -2.72023 -0.28
I -0.89816 -4.42137 -4.32189 0.07
C -1.94901 -4.54468 -1.34900 -0.44
C -1.57289 -3.05242 -1.39329 -0.36
C -2.34492 -2.29465 -0.25454 0.81
O -3.40384 -1.89206 -0.28978 -0.55
O -1.54211 -2.11897 0.82357 -0.51
C -0.33278 -2.85271 0.55801 -0.10
C -0.15735 -2.63777 -0.94601 -0.36
S 1.28988 -3.57011 -1.52773 -0.04
H -2.32352 -7.37011 -3.11636 0.22
H -0.65275 -6.88364 -3.02979 0.22
H -1.54915 -7.02740 -1.50236 0.21
H -3.12751 -5.31201 -3.00419 0.22
H -2.93262 -4.59777 -0.87209 0.23
H -1.26806 -5.08667 -0.69163 0.21
H -2.01991 -2.59291 -2.27530 0.25
H 0.52716 -2.60630 1.17495 0.22
H -0.61607 -3.86295 0.87847 0.18
H -0.09913 -1.56034 -1.10622 0.25
H 1.76277 -2.73666 -2.48180 0.15
Cl 0.70187 -3.24950 4.45503 0.06
C 2.39809 -3.03287 4.00619 -0.23
Cl 2.57613 -3.22079 2.25636 0.06
Cl 2.93021 -1.40760 4.44627 0.06
Cl 3.38942 -4.23358 4.84066 0.06
Cl 3.39986 2.50370 -1.25070 0.06
C 1.95276 1.51963 -1.00738 -0.23
Cl 0.64820 2.53459 -0.39510 0.07
Cl 1.46203 0.79153 -2.54564 0.05
Cl 2.29946 0.24352 0.16100 0.05
Cl -3.52266 3.20207 -1.70517 0.06
C -3.30171 1.65065 -0.88739 -0.22
Cl -4.89089 0.95403 -0.51782 0.07
Cl -2.37561 0.56476 -1.93336 0.05
Cl -2.40969 1.89459 0.61419 0.06
Cl 5.86939 4.48736 -2.38422 0.05
C 6.35914 5.58005 -1.08093 -0.23
Cl 5.52259 7.12537 -1.26496 0.06
Cl 5.93643 4.86323 0.47957 0.06
Cl 8.10521 5.84139 -1.15711 0.06
Cl 4.05341 -0.19211 8.27531 0.06
C 4.22795 1.43242 7.60133 -0.23
Cl 4.05272 1.36268 5.84251 0.06
Cl 2.98130 2.48809 8.27541 0.06
Cl 5.82601 2.07140 8.00826 0.06
Cl 5.94990 6.12928 3.72999 0.06
C 4.43822 5.33692 4.17939 -0.22
Cl 3.21787 6.54366 4.65313 0.05
Cl 3.83277 4.40717 2.80099 0.06
Cl 4.73306 4.24693 5.53815 0.06
Cl -5.43556 -0.15849 -6.09341 0.05
C -5.49504 -1.21522 -4.67471 -0.23
Cl -5.34050 -0.24500 -3.20918 0.06
Cl -7.03434 -2.08761 -4.65106 0.05
Cl -4.16817 -2.38684 -4.74338 0.04
Cl 7.03830 10.46819 4.09620 0.05
C 5.39215 10.55613 3.45414 -0.23
Cl 4.58490 11.99271 4.09725 0.05
Cl 5.45339 10.65508 1.68942 0.05
Cl 4.49781 9.10824 3.93224 0.06
Cl -10.78446 -2.48068 -6.43740 0.06
C -10.58954 -4.01737 -5.58701 -0.23
Cl -12.17929 -4.67077 -5.17465 0.06
Cl -9.73183 -5.16166 -6.62559 0.06
Cl -9.65820 -3.75489 -4.10687 0.06
```



(4)
# C16H11Co2NO8S

C16H11Co2NO8S as an isolated structure at a distorted geometry (wB97M-V/def2-TZVPD, the Open Molecules 2025 dataset).

Energy above the lowest of the compared OMol25 structures with the same formula, charge and spin = 38.1 kJ/mol
LUMO energy = 5.0 eV
Charge = -2
Highest occupied orbital energy = -1.273 eV

Structure (XYZ):
```
39
Properties=species:S:1:pos:R:3:nbo_charge:R:1
O 0.40522 -0.00469 -3.55195 -0.55
C 0.16627 -0.56200 -2.56392 0.60
Co -0.14345 -1.07035 -0.91540 0.02
C -1.48063 -2.15363 -1.46303 0.57
O -2.41734 -2.70471 -1.86216 -0.55
C 1.38326 -1.85162 -0.48362 0.50
O 2.48411 -2.02975 -0.14948 -0.61
C 0.23006 0.95282 -0.34398 -0.42
C 1.35439 1.73465 -0.82774 0.06
C 2.67864 1.25018 -0.76686 -0.23
C 3.72144 2.01415 -1.29929 -0.22
C 3.48855 3.27263 -1.86512 -0.27
C 2.19877 3.81024 -1.80111 -0.22
C 1.15069 3.06861 -1.24885 -0.26
C -1.02507 1.39789 0.05956 -0.07
C -2.06449 2.16759 -0.28616 -0.61
Co -0.39554 0.21660 1.20257 -0.12
C 0.94130 -0.60696 2.00577 0.56
O 1.77368 -1.09525 2.64406 -0.56
C -1.63725 -1.15322 1.10008 0.47
O -2.50147 -1.80631 1.51188 -0.57
C -1.04274 1.04033 2.62446 0.61
O -1.41894 1.55367 3.59607 -0.57
H 2.91611 0.29151 -0.29379 0.23
H 4.74892 1.65093 -1.22335 0.19
H 4.30375 3.84619 -2.31777 0.19
H 2.00192 4.81660 -2.17710 0.19
H 0.13926 3.49182 -1.20991 0.22
H -2.87445 2.33817 0.43407 0.17
H -2.13631 2.68049 -1.25480 0.18
C 1.77715 -6.55180 -1.71896 -0.90
S 1.33193 -4.99074 -2.52446 2.27
N 0.72932 -4.08026 -1.33393 -1.23
O 2.60005 -4.50280 -3.06072 -1.03
O 0.28522 -5.26646 -3.50266 -1.01
H 2.07270 -7.30162 -2.47343 0.21
H 2.60683 -6.37132 -1.02195 0.21
H 0.91369 -6.93203 -1.16146 0.21
H 1.23707 -4.42716 -0.48575 0.33
```



(5)
# C16H11FeN4S

C16H11FeN4S as an isolated structure (wB97M-V/def2-TZVPD, the Open Molecules 2025 dataset).

Expectation value of S² = 6.01
LUMO energy (spin up / spin down) = -3.8 / -4.2 eV
Charge = +1
Multiplicity = 5
Highest occupied orbital energy (spin up / spin down) = -10.858 / -10.947 eV

Structure (XYZ):
```
33
Properties=species:S:1:pos:R:3:lowdin_spin:R:1
Fe 1.21070 0.43542 -0.74330 3.64
C -1.04733 0.44851 -4.50246 0.00
C -2.23232 -0.14650 -4.11278 0.00
C -2.45824 -0.38723 -2.76562 0.00
C -1.48863 -0.02934 -1.85015 0.01
N -0.33265 0.54654 -2.22784 0.03
C -0.12362 0.77788 -3.52656 0.01
C -1.63682 -0.24576 -0.38120 0.01
C -2.77390 -0.69216 0.27172 0.00
C -2.72802 -0.79888 1.65524 0.01
C -1.58073 -0.45099 2.35535 0.00
C -0.48631 -0.01291 1.62836 0.01
N -0.54485 0.05849 0.30599 0.05
C 0.82226 0.43859 2.18542 0.01
C 1.14285 0.34507 3.52495 0.00
C 2.38446 0.79143 3.95237 0.00
C 3.26545 1.32190 3.02881 0.00
C 2.87258 1.38182 1.70338 0.01
N 1.67990 0.95140 1.28412 0.03
H -0.82932 0.65224 -5.54067 0.00
H -2.97688 -0.42566 -4.84614 0.00
H -3.37570 -0.85648 -2.44122 0.00
H 0.81790 1.24029 -3.79182 0.00
H -3.67559 -0.94289 -0.26721 0.00
H -3.60029 -1.14365 2.19443 0.00
H -1.55690 -0.51494 3.43313 0.00
H 0.44239 -0.07776 4.23040 0.00
H 2.65668 0.72063 4.99692 0.00
H 4.24316 1.67925 3.31752 0.00
H 3.53585 1.78544 0.94970 0.00
S 3.47989 -3.53487 -1.59405 0.09
C 2.73247 -2.16777 -1.31976 0.05
N 2.16158 -1.14712 -1.10704 0.05
```



(6)
# C16H11N2NaO2S

C16H11N2NaO2S as an isolated structure at a distorted geometry (wB97M-V/def2-TZVPD, the Open Molecules 2025 dataset).

Expectation value of S² = 0.78
Energy above the lowest of the compared OMol25 structures with the same formula, charge and spin = 78.2 kJ/mol
LUMO energy (spin up / spin down) = -0.3 / -0.4 eV
Charge = -1
Multiplicity = 2
Highest occupied orbital energy (spin up / spin down) = -1.393 / -4.045 eV

Structure (XYZ):
```
33
Properties=species:S:1:pos:R:3:lowdin_spin:R:1
O -4.63918 1.41590 2.70236 0.19
N -4.27075 0.21550 2.70136 0.20
O -5.08375 -0.73950 2.70032 0.19
C -2.86559 -0.06666 2.69776 0.06
C -2.39996 -1.39679 2.68130 0.07
C -1.03476 -1.65015 2.63288 0.00
C -0.08471 -0.59936 2.57319 0.11
N 1.26944 -0.91318 2.41303 -0.01
C 2.33778 -0.30612 2.46165 0.06
S 3.61214 0.56325 2.65282 0.05
C -0.57428 0.72835 2.64199 0.00
C -1.94116 0.99495 2.68846 0.07
H -3.11911 -2.20845 2.69738 0.01
H -0.66499 -2.67447 2.62422 0.00
H 0.13670 1.55692 2.64202 0.00
H -2.31480 2.01421 2.70769 0.01
C 6.40113 0.35688 -0.57665 0.00
Na 8.54114 -3.48078 0.59840 0.00
C 6.09095 0.44675 0.80200 0.00
C 5.64235 -0.82258 1.23790 0.00
C 5.82697 -1.77566 0.18357 0.00
C 6.33803 -1.04036 -0.95645 0.00
C 6.83454 -1.79149 -2.03039 0.00
C 6.79606 -3.18407 -2.01025 0.00
C 6.26977 -3.89783 -0.92429 0.00
C 5.75632 -3.18430 0.17063 0.00
H 6.71855 1.18541 -1.21090 0.00
H 6.27246 1.32716 1.41602 0.00
H 5.31003 -1.14373 2.22017 0.00
H 7.24673 -1.27117 -2.90026 0.00
H 7.09325 -3.72508 -2.91667 0.00
H 6.15556 -4.98283 -1.01756 0.00
H 5.20836 -3.69661 0.96220 0.00
```